No. 1
Below is a structure of composition C39H33BrF6N2O8SSbV at a distorted geometry, with properties calculated with ωB97M-V with the def2-TZVPD basis set.

Geometry as XYZ:
```
92
Properties=species:S:1:pos:R:3:forces:R:3:lowdin_spin:R:1
V -1.105841 1.131868 -0.306538 -0.7 0.3 -0.3 0.8603
O 3.337659 -0.092232 -2.905238 0.1 0.1 0.1 -0.0002
C 2.699359 -1.290632 -2.807238 -0.3 -0.3 0.0 0.0001
C 3.316259 -2.403232 -3.370938 0.1 0.3 0.1 0.0000
C 2.708459 -3.641932 -3.297838 0.0 0.0 -0.1 0.0000
C 1.475559 -3.782032 -2.686838 -0.1 -0.2 0.0 0.0000
C 0.857159 -2.678332 -2.129638 0.0 0.0 -0.1 0.0000
C 1.455259 -1.431232 -2.183538 -0.1 0.3 0.0 0.0003
C 0.803659 -0.259232 -1.475638 1.0 0.1 0.2 0.0046
O -0.353841 -0.566132 -0.844438 -0.6 0.0 0.3 0.0101
N 0.560759 0.859168 -2.417938 0.4 -0.2 -0.8 -0.0108
N -0.588141 1.541468 -2.079938 0.0 0.7 -1.4 -0.0087
C -1.049941 2.319868 -3.044038 1.1 -0.4 -0.3 0.0463
C -2.280841 2.981768 -3.072938 -1.4 0.7 -0.4 -0.0067
Br -3.491041 2.515968 -1.611738 0.6 0.1 -0.6 -0.0044
C -2.797741 3.789868 -4.054538 -0.1 -0.9 1.5 0.0478
C -2.139641 4.511668 -5.105538 0.4 0.4 -0.6 0.0038
C -2.935741 5.026168 -6.145438 0.1 -0.2 0.2 0.0095
C -2.397741 5.807768 -7.143438 0.0 0.1 -0.1 -0.0006
C -1.044941 6.112568 -7.138138 0.0 0.0 0.0 0.0111
C -0.242841 5.616068 -6.122838 0.1 0.1 -0.1 -0.0006
C -0.772241 4.825368 -5.122938 -0.3 -0.1 0.1 0.0099
H 2.852959 0.582368 -2.411638 -0.1 0.0 0.0 -0.0001
H 4.279059 -2.277632 -3.843238 0.1 0.0 0.0 0.0000
H 3.204259 -4.500532 -3.724538 0.1 -0.1 -0.1 0.0000
H 1.003059 -4.749632 -2.629138 -0.1 -0.1 0.0 0.0000
H -0.096741 -2.763332 -1.631438 -0.1 0.0 0.1 0.0000
H 1.553159 0.128468 -0.739538 -0.3 -0.2 -0.2 0.0003
H 0.553959 0.548768 -3.394438 -0.2 0.1 0.3 -0.0004
H -0.475841 2.350968 -3.971238 0.0 0.0 0.1 0.0025
H -3.865241 3.949868 -4.006638 -0.1 0.1 0.1 0.0026
H -3.990541 4.791968 -6.153338 -0.1 0.0 0.0 0.0004
H -3.033641 6.189068 -7.929238 -0.1 0.0 -0.1 -0.0003
H -0.623241 6.741268 -7.907538 0.0 0.0 -0.1 0.0008
H 0.809559 5.858068 -6.105338 0.1 0.0 0.0 -0.0003
H -0.136541 4.487268 -4.319638 0.1 0.0 0.1 0.0009
C -1.159541 3.380068 3.129362 -0.1 -0.1 -0.3 0.0002
C -0.566741 3.370768 1.725962 0.7 0.2 0.5 0.0005
C 0.223559 4.653868 1.437962 -0.3 -0.4 -0.1 0.0000
O -1.568941 3.240668 0.714862 -0.2 -0.5 -0.2 0.0046
C 0.429959 2.192268 1.556562 0.6 0.9 1.7 0.0008
O 1.084759 1.791068 2.505962 0.0 0.4 0.2 -0.0005
O 0.557859 1.784268 0.362562 0.6 0.1 -1.1 -0.0057
H -1.775241 4.266168 3.280362 0.0 0.1 0.0 0.0000
H -0.352041 3.362368 3.858162 0.0 0.0 0.0 0.0000
H -1.775441 2.493768 3.276762 0.0 0.0 0.1 0.0000
H -0.414441 5.525768 1.569362 -0.1 0.1 0.0 0.0000
H 0.573459 4.630268 0.406562 0.1 0.0 0.0 0.0000
H 1.069959 4.714468 2.116162 0.1 0.1 0.0 0.0000
H -2.424141 3.040068 1.142062 0.1 0.1 -0.1 0.0008
F -3.854641 0.140068 3.664062 -0.1 0.1 0.0 0.0000
C -3.647441 -0.627132 2.584062 0.1 -0.2 0.5 -0.0004
F -4.804741 -1.235432 2.296362 0.3 0.3 -0.4 -0.0002
F -2.770741 -1.570332 2.947862 -0.2 0.2 -0.3 0.0001
S -2.923141 0.515368 1.271462 -3.1 -0.7 2.2 0.0027
O -3.694241 1.715168 1.468862 -0.4 0.4 0.0 0.0044
O -3.061041 -0.102632 -0.017438 0.0 -0.7 -1.0 0.0037
O -1.568741 0.591368 1.766662 1.0 0.1 0.0 0.0109
F 6.097959 -4.307132 1.067962 -0.2 0.1 0.0 0.0000
C 4.906759 -3.663732 1.220062 -0.1 0.0 0.0 0.0000
C 4.846259 -2.547732 2.034762 0.2 -0.1 -0.1 0.0000
C 3.626159 -1.913132 2.189562 0.0 0.0 0.1 0.0000
C 2.482059 -2.385532 1.563762 -0.6 0.5 -0.1 0.0000
C 2.586959 -3.489532 0.733662 -0.1 0.0 0.0 0.0000
C 3.794359 -4.144532 0.557662 0.3 -0.1 0.0 0.0000
Sb 0.651659 -1.181532 1.752162 0.8 -1.6 0.7 0.0002
C -0.582641 -2.976832 1.437562 0.4 0.5 0.0 0.0004
C -0.272741 -4.208432 1.998762 -0.1 0.1 0.0 0.0001
C -1.065641 -5.321932 1.778062 -0.2 -0.2 0.0 0.0000
C -2.194441 -5.187232 0.994262 0.0 0.1 0.0 0.0000
F -2.976841 -6.278232 0.770962 0.1 0.2 0.0 0.0000
C -2.542241 -3.976132 0.430762 -0.1 -0.3 0.0 0.0000
C -1.715741 -2.883632 0.643062 0.0 0.0 -0.1 0.0000
C 0.680359 -1.462732 3.926762 0.0 0.2 -0.7 -0.0003
C 0.114359 -0.455132 4.693762 0.0 0.0 0.0 0.0000
C 0.106659 -0.522132 6.076662 0.0 -0.1 0.3 0.0000
C 0.657359 -1.633232 6.684062 0.0 0.1 -0.1 0.0000
F 0.648759 -1.724532 8.042262 0.0 0.0 -0.2 0.0000
C 1.234959 -2.649832 5.950762 0.0 0.0 0.3 0.0000
C 1.259859 -2.543632 4.571362 0.0 0.0 0.1 0.0000
H 5.739359 -2.186232 2.522962 0.1 0.0 0.0 0.0000
H 3.546159 -1.035832 2.817462 0.2 0.1 0.1 0.0000
H 1.706259 -3.849232 0.222362 0.0 -0.1 -0.1 0.0000
H 3.873959 -5.007432 -0.087138 0.1 -0.1 0.0 0.0000
H 0.604159 -4.314232 2.615762 0.1 -0.1 0.1 0.0000
H -0.819741 -6.281132 2.208462 0.0 -0.1 0.0 0.0000
H -3.445141 -3.888832 -0.154338 -0.1 0.0 -0.1 0.0000
H -1.971841 -1.944332 0.178262 0.0 -0.1 -0.1 -0.0001
H -0.307841 0.405668 4.195862 0.0 0.2 0.0 0.0000
H -0.312741 0.269068 6.678762 -0.1 0.1 0.1 0.0000
H 1.660559 -3.503932 6.453462 0.1 -0.1 0.1 0.0000
H 1.756559 -3.310932 3.999162 0.1 -0.1 0.0 0.0000
```
Positions in Å, forces in eV/Å.

Calculated values
Highest occupied orbital energy (spin up / spin down) in eV: -4.28 / -4.13
Expectation value of S²: 0.770
E_LUMO (spin up / spin down) in Eh: 0.058 / 0.052
Spin multiplicity: 2
Total charge: -1
Kohn-Sham gap (spin up / spin down) in eV: 5.85 / 5.54

=====

No. 2
Below is a structure of composition C39H33BrLaN10O2S, with properties calculated with ωB97M-V with the def2-TZVPD basis set.

Geometry as XYZ:
```
87
Properties=species:S:1:pos:R:3:forces:R:3:mulliken_charge:R:1
La 0.062261 0.245999 -0.329816 0.7 0.3 0.1 0.4252
C -3.421563 -0.770421 -5.045944 0.0 0.0 0.0 -0.5944
C -3.249511 -1.744219 -4.073706 0.0 0.0 0.0 -0.7645
C -2.908583 -1.380776 -2.779172 0.0 0.1 0.0 0.1278
C -2.740584 -0.038691 -2.448248 0.0 -0.3 0.0 -0.7606
C -2.915552 0.937548 -3.426339 0.1 -0.1 0.0 0.3232
C -3.255408 0.568208 -4.716272 0.0 0.0 -0.1 -0.8305
N -2.352125 0.311393 -1.129181 0.1 0.5 0.3 0.6422
C -3.200689 1.045584 -0.417255 -0.2 -0.1 0.0 0.3086
C -4.581863 1.233905 -0.785595 0.0 0.0 0.0 -0.7040
C -5.439186 1.933283 -0.002207 0.0 -0.1 -0.1 -0.7016
C -5.027680 2.543411 1.216245 0.2 0.0 0.1 -0.7903
C -3.735617 2.423726 1.605017 -0.3 0.0 0.0 -0.5758
C -2.800151 1.695472 0.812315 0.3 0.1 0.2 0.5112
N -1.482880 1.672033 1.130719 -0.1 0.2 0.2 1.2584
N -1.078519 2.309870 2.175052 0.0 -0.2 -0.1 -1.1920
C 0.303133 2.307075 2.379617 -0.2 0.2 0.2 -0.1482
C 0.738477 2.987971 3.527201 0.1 -0.1 -0.2 -0.5204
C 2.087063 3.059484 3.786433 0.0 0.0 0.0 -0.4294
C 2.986130 2.457573 2.905951 0.0 -0.1 -0.1 -0.8907
C 2.482411 1.799616 1.805698 0.0 0.0 0.0 -0.4084
N 1.169171 1.715906 1.538468 -0.3 0.0 0.1 0.1783
H -3.687314 -1.049397 -6.056463 0.0 0.0 0.0 0.4081
H -3.389335 -2.789267 -4.317801 0.0 0.0 0.0 0.4356
H -2.786585 -2.131710 -2.008308 0.0 0.0 0.0 0.5091
H -2.767298 1.980309 -3.175779 0.0 0.0 0.0 0.4983
H -3.389470 1.330187 -5.472592 0.0 0.0 0.0 0.4202
H -4.937371 0.773218 -1.695147 0.0 0.0 0.0 0.4741
H -6.473090 2.025029 -0.310017 0.0 0.0 0.0 0.4105
H -5.743554 3.093199 1.809966 0.0 0.0 0.0 0.4146
H -3.375702 2.880717 2.514709 0.0 0.0 0.0 0.4642
H 0.000692 3.443674 4.169560 0.0 0.0 0.0 0.5325
H 2.443766 3.584026 4.662855 0.0 0.0 0.0 0.4061
H 4.053147 2.503648 3.066616 0.0 0.0 0.0 0.4907
H 3.132372 1.312428 1.088756 0.0 0.0 0.0 0.3800
C 0.020070 -4.050388 -2.473029 0.1 0.1 -0.1 -1.6984
C -0.063701 -2.901195 -1.520949 -0.1 -0.1 0.2 0.3522
N 0.217927 -1.697880 -1.903908 -0.1 -0.5 -0.4 2.1017
N 0.589602 -1.571932 -3.209481 0.0 0.0 0.2 -1.7430
C 0.746127 -0.341366 -3.666694 0.1 0.2 -0.3 0.5154
N 1.071569 -0.292808 -4.972999 0.0 -0.1 0.0 -0.2979
S 0.630786 1.246787 -2.924135 -0.1 -0.4 -0.1 -0.5753
C -0.570189 -3.100361 -0.121833 0.1 -0.1 -0.2 0.6501
C -0.846213 -4.367989 0.392320 0.0 0.1 0.0 -1.1414
C -1.373315 -4.488230 1.668166 0.0 0.0 0.0 -0.7099
C -1.617464 -3.353628 2.422351 0.0 0.1 0.0 -1.0194
C -1.293645 -2.127584 1.863522 -0.1 -0.2 -0.1 -0.3808
N -0.786524 -2.009597 0.639971 0.1 0.0 -0.3 0.7278
H 0.990466 -4.044459 -2.970361 0.0 0.0 0.0 0.3130
H -0.718286 -3.907521 -3.265939 0.0 0.0 0.0 0.2238
H -0.139009 -5.015949 -2.010340 0.0 0.0 0.0 0.5446
H 1.063197 -1.149109 -5.501914 0.0 0.0 0.0 0.2382
H 1.130875 0.589876 -5.444489 0.0 0.0 0.0 0.2532
H -0.670021 -5.258606 -0.187205 0.0 0.0 0.0 0.3621
H -1.598272 -5.468900 2.065029 0.0 0.0 0.0 0.4751
H -2.043084 -3.403979 3.413689 0.0 0.0 0.0 0.4976
H -1.458639 -1.203412 2.408884 0.0 0.0 0.0 0.4033
C 1.851836 -1.636274 2.576290 0.0 0.0 0.0 -1.4439
O 1.996284 -1.315776 1.194068 0.1 0.1 0.1 0.8342
C 3.075674 -1.856444 0.540080 -0.1 0.0 -0.1 -0.2151
C 3.780456 -2.972515 0.945930 0.0 0.0 0.0 -0.5556
C 4.821206 -3.434996 0.140759 -0.1 0.1 -0.1 -0.8181
Br 5.792897 -4.955567 0.690266 0.0 0.0 0.0 -0.1899
C 5.149315 -2.801099 -1.039551 0.0 0.0 0.1 -0.7210
C 4.443381 -1.664598 -1.440344 0.0 0.0 0.0 0.4093
C 3.408517 -1.192982 -0.642449 -0.3 0.0 0.1 1.1501
O 2.659379 -0.117080 -0.968324 -0.4 -0.2 0.7 -0.0390
C 4.729148 -0.915132 -2.658053 0.0 -0.3 0.0 0.0260
N 4.113512 0.211011 -2.926967 0.3 0.0 -0.3 -0.0841
C 4.621386 0.639178 -4.137529 0.1 0.0 -0.2 0.1657
C 4.333192 1.784430 -4.877974 0.0 -0.1 0.0 -0.6690
C 5.000808 1.949486 -6.072368 0.0 0.0 0.0 -0.6339
C 5.934959 1.004732 -6.528902 0.0 0.0 0.0 -0.4094
C 6.235535 -0.130975 -5.804627 0.0 0.0 0.0 -1.1277
C 5.561024 -0.291164 -4.599835 0.0 0.1 -0.1 0.6438
N 5.607432 -1.279605 -3.632027 -0.1 0.2 0.1 -0.0766
H 1.497764 -2.661474 2.705073 0.0 0.0 0.0 0.3533
H 1.118045 -0.941080 2.978481 0.0 0.0 0.0 0.2430
H 2.801059 -1.495384 3.096634 0.0 0.0 0.0 0.5037
H 3.530947 -3.491809 1.859479 0.0 0.0 0.0 0.5739
H 5.967745 -3.181718 -1.633109 0.0 0.0 0.0 0.5359
H 2.982663 0.241557 -1.859131 0.3 0.3 -0.2 0.2408
H 3.618504 2.509791 -4.513508 0.0 0.0 0.0 0.4747
H 4.807609 2.827115 -6.673971 0.0 0.0 0.0 0.4094
H 6.436357 1.175526 -7.471758 0.0 0.0 0.0 0.3973
H 6.958530 -0.851293 -6.160943 0.0 0.0 0.0 0.4069
H 6.183085 -2.101742 -3.643082 0.0 0.0 0.0 0.2144
```
Positions in Å, forces in eV/Å.

Calculated values
Highest occupied orbital energy (spin up / spin down) in eV: -9.38 / -9.45
E_LUMO (spin up / spin down) in Eh: -0.133 / -0.130
Spin multiplicity: 1
Total charge: +1
Kohn-Sham gap (spin up / spin down) in eV: 5.78 / 5.91

=====

No. 3
Below is a structure of composition C39H33Cl2N3O8P2SZr at a distorted geometry, with properties calculated with ωB97M-V with the def2-TZVPD basis set.

Geometry as XYZ:
```
89
Properties=species:S:1:pos:R:3:forces:R:3:lowdin_spin:R:1
Zr 9.659730 8.052329 9.007704 -2.2 -0.7 0.7 0.0653
O 7.797925 8.705142 10.020714 -0.7 0.5 1.1 0.0018
C 7.128883 7.948085 11.089412 -0.1 0.5 0.6 0.0145
C 7.895016 6.688034 11.414866 -0.8 0.8 1.1 0.0818
C 7.784246 6.082486 12.645276 0.6 -0.6 -0.9 0.0607
C 8.595303 4.932557 12.888649 0.5 -0.6 0.6 0.2607
C 9.413175 4.431687 11.879057 -0.3 1.4 -1.9 0.0372
C 9.317199 5.069110 10.628139 0.8 -1.5 1.4 0.2002
N 8.669706 6.250250 10.408609 0.6 1.2 -0.9 0.2058
H 7.604164 9.681149 10.034946 0.4 -1.4 -0.1 0.0000
H 6.112429 7.738104 10.796090 -0.3 -0.2 -0.7 0.0048
H 7.030017 8.581303 11.981828 0.3 0.0 -0.2 0.0017
H 7.078343 6.347970 13.405474 -0.3 0.6 0.1 -0.0005
H 8.614124 4.397123 13.820382 -0.3 0.2 0.5 0.0220
H 10.163191 3.643003 11.999031 -0.7 0.0 0.0 -0.0029
H 9.795242 4.634773 9.783125 0.5 -0.1 -0.5 0.0151
O 11.763834 10.442197 6.331017 -1.4 -1.0 1.1 0.0008
C 10.979032 9.955453 7.134657 1.4 0.0 0.0 0.0006
O 10.954869 8.675352 7.524649 0.2 1.0 -0.3 0.0034
C 9.943439 10.835364 7.931155 0.4 1.7 -2.6 0.0004
O 9.924181 12.014282 7.582564 -0.4 -0.9 1.3 0.0006
O 9.138330 10.200780 8.704961 0.6 -0.7 0.4 0.0010
O 11.161714 6.652010 9.280276 2.5 1.1 0.5 0.0096
N 12.384526 7.251626 9.651647 -1.3 -1.5 -0.5 0.0026
C 13.482109 6.849251 8.987922 1.2 1.0 -0.3 0.0008
C 14.740845 7.336211 9.329002 -0.4 -0.9 -1.0 0.0003
C 14.912300 8.157933 10.440514 -1.6 0.3 1.1 0.0009
C 13.753227 8.457333 11.191331 -0.2 0.3 -1.0 0.0000
C 12.412476 8.108211 10.695585 1.9 0.6 1.0 0.0015
S 10.996222 8.832096 11.310254 -0.1 -0.3 -0.5 0.0017
H 13.336507 6.310041 8.056999 -0.3 -0.2 0.5 0.0002
H 15.556168 7.051829 8.651707 -0.3 0.2 0.5 0.0000
H 15.897096 8.587959 10.673434 -0.6 -0.3 0.1 0.0000
H 13.769652 9.112616 12.080753 0.0 -0.5 -0.7 0.0000
N 11.622086 14.078692 13.567087 -0.7 2.4 -1.1 0.0000
P 13.049567 13.883206 12.534226 -1.6 -1.3 -0.5 0.0000
C 14.275788 14.658992 13.589203 -0.2 1.2 0.3 0.0000
C 13.856809 15.555372 14.560606 0.4 -0.1 -0.1 0.0000
C 14.770898 15.961090 15.505769 -2.4 0.7 0.8 0.0000
C 16.063718 15.599083 15.434685 1.3 0.5 1.5 0.0000
C 16.540544 14.789317 14.465852 -0.1 -0.8 -1.4 0.0000
C 15.617780 14.316743 13.551621 -0.1 -0.5 -1.6 0.0000
C 12.761974 15.011096 11.068929 -0.3 -0.1 0.0 0.0000
C 11.828986 14.642872 10.049222 0.8 -1.9 2.6 0.0000
C 11.730230 15.371135 8.912781 -1.8 0.9 -1.9 0.0000
C 12.348617 16.618525 8.760662 1.0 -0.3 1.0 0.0000
C 13.363474 16.908031 9.691612 -0.5 -0.5 -0.4 0.0000
C 13.579965 16.106642 10.809041 0.7 -0.2 0.3 0.0000
P 10.457507 12.916461 14.093128 0.5 -1.5 -0.4 0.0000
C 9.149049 13.965559 14.810392 0.8 1.7 0.3 0.0000
C 9.510102 15.193349 15.478302 -0.5 -1.8 -0.4 0.0000
C 8.518294 16.091196 15.819664 -0.2 -0.8 -0.4 0.0000
C 7.209651 15.850316 15.366109 0.1 -0.5 -0.4 0.0000
C 6.851145 14.643788 14.713447 0.6 1.7 0.8 0.0000
C 7.818421 13.667625 14.515504 0.4 1.0 0.5 0.0000
C 11.269019 12.334033 15.618540 -0.4 0.1 1.2 0.0000
C 11.169670 10.956995 15.860748 0.1 0.1 -0.7 0.0000
C 11.700023 10.379490 16.992955 0.5 0.3 1.0 0.0000
C 12.220218 11.156686 18.020052 0.0 0.0 -0.7 0.0000
C 12.291458 12.505654 17.794453 -0.4 1.6 -0.7 0.0000
C 11.823831 13.142508 16.635856 0.6 -0.3 -0.8 0.0000
H 11.093913 14.973580 13.393991 1.0 -1.0 0.2 0.0000
H 12.850399 15.929644 14.567213 -0.3 -0.1 0.2 0.0000
H 14.371877 16.477077 16.380192 0.4 0.4 -0.3 0.0000
H 16.709511 15.972251 16.194469 0.6 0.1 0.5 0.0000
H 17.575076 14.513698 14.414943 0.3 -0.1 -0.1 0.0000
H 15.881027 13.753365 12.653449 0.4 -0.3 0.5 0.0000
H 11.262891 13.683253 10.222851 0.5 1.2 -0.6 0.0000
H 11.052722 15.002943 8.113549 0.4 0.3 0.7 0.0000
H 12.071298 17.328578 7.978671 0.4 -0.5 0.0 0.0000
H 14.094722 17.668281 9.539423 0.0 0.9 -0.2 0.0000
H 14.487059 16.305004 11.426617 -1.0 -0.1 -0.3 0.0000
H 10.556133 15.293058 15.800995 -0.7 0.3 -0.3 0.0000
H 8.783493 16.925914 16.440692 -0.2 0.5 0.0 0.0000
H 6.476851 16.632816 15.504916 -0.2 -0.1 0.1 0.0000
H 5.853058 14.560997 14.306835 -0.1 -0.3 0.3 0.0000
H 7.520846 12.697533 14.197158 0.1 -0.6 -0.7 0.0000
H 10.717147 10.327096 15.096672 0.2 0.1 0.0 0.0001
H 11.843340 9.339760 17.123019 -0.5 -1.1 -0.2 0.0000
H 12.626887 10.748068 18.938054 -0.1 -0.2 -0.2 0.0000
H 12.730392 13.157952 18.497216 0.5 0.5 1.0 0.0000
H 12.025038 14.242206 16.466281 -0.3 -1.5 0.3 0.0000
Cl 5.907579 6.373972 4.868057 -0.7 -0.3 0.0 0.0001
C 7.347511 6.242574 5.817217 1.4 -0.6 0.0 0.0003
Cl 8.175033 4.572688 5.759041 -0.8 0.7 0.0 0.0013
C 7.220000 6.578229 7.341192 1.7 0.6 0.0 0.0009
O 6.267587 6.339335 8.030758 0.2 0.2 -0.5 0.0015
O 8.383772 7.121946 7.706462 -1.1 -0.2 -0.6 0.0026
H 8.097209 6.823189 5.268132 -0.3 0.2 0.8 0.0000
```
Positions in Å, forces in eV/Å.

Calculated values
Highest occupied orbital energy (spin up / spin down) in eV: -1.47 / -5.72
Expectation value of S²: 0.767
E_LUMO (spin up / spin down) in Eh: 0.073 / 0.073
Spin multiplicity: 2
Total charge: -1
Kohn-Sham gap (spin up / spin down) in eV: 3.45 / 7.70

=====

Relative energy (zero: lowest compared OMol25 entry of this formula, charge and spin)
In order: 0.335; 0.182; 0.000
Unit: eV